Version A
2 unconnected molecules or ions with the total composition C3H6O3, computed with the ωB97M-V functional and the def2-TZVPD basis.

```
12
Properties=species:S:1:pos:R:3
O -1.054 1.081 -0.116
O -2.592 -0.389 0.545
O 1.325 -0.383 -1.150
C -1.906 0.063 -0.319
C 1.958 0.228 1.098
C 1.946 -0.602 -0.139
H 1.600 -0.425 1.903
H 2.586 -1.502 -0.083
H -1.910 -0.313 -1.351
H 2.996 0.469 1.347
H 1.349 1.121 1.068
H -0.547 1.215 -0.931
```

Summary:
HOMO = -10.360 eV
gap between HOMO and LUMO = 11.1622 eV
multiplicity = 1
structure (SMILES) = CC=O.O=CO

Mulliken charges, unit e, in atom order: number 1, O, carries -0.431; number 2, O, carries -0.459; number 3, O, carries -0.461; number 4, C, carries 0.236; number 5, C, carries -0.907; number 6, C, carries 0.185; number 7, H, carries 0.285; number 8, H, carries 0.327; number 9, H, carries 0.281; number 10, H, carries 0.344; number 11, H, carries 0.249; number 12, H, carries 0.351

***

Version B
2 unconnected molecules or ions with the total composition C3H6O3, computed with the ωB97M-V functional and the def2-TZVPD basis.

```
12
Properties=species:S:1:pos:R:3
O 0.666 1.412 -0.968
O 0.689 -2.477 -1.537
O -1.419 -0.768 -0.136
C 0.941 1.322 0.217
C -0.024 0.650 1.132
C -1.247 0.328 0.357
H 1.819 1.814 0.681
H -1.911 1.197 0.139
H 0.204 -2.433 -2.403
H 0.205 -1.902 -0.926
H 0.482 -0.291 1.392
H -0.406 1.147 2.053
```

Summary:
HOMO = -10.441 eV
gap between HOMO and LUMO = 10.9210 eV
multiplicity = 1
structure (SMILES) = O=CCC=O.O

Mulliken charges, unit e, in atom order: number 1, O, carries -0.451; number 2, O, carries -0.660; number 3, O, carries -0.495; number 4, C, carries 0.097; number 5, C, carries -0.574; number 6, C, carries 0.146; number 7, H, carries 0.345; number 8, H, carries 0.344; number 9, H, carries 0.318; number 10, H, carries 0.332; number 11, H, carries 0.266; number 12, H, carries 0.332

***

Quick one: least stable of them? version B

***

Version A
A single C3H6O3 molecule, computed with the ωB97M-V functional and the def2-TZVPD basis.

```
12
Properties=species:S:1:pos:R:3
O -1.069 0.254 0.737
O 1.015 0.980 -0.326
O 0.192 -1.278 -0.548
C -1.059 -0.891 -0.166
C -0.259 1.295 0.344
C 1.198 -0.383 -0.038
H -0.682 1.980 -0.476
H -1.528 -0.671 -1.112
H -1.586 -1.767 0.162
H 2.088 -0.608 -0.627
H 0.058 1.885 1.265
H 1.266 -0.603 1.050
```

Summary:
HOMO = -9.817 eV
gap between HOMO and LUMO = 10.7610 eV
multiplicity = 1
structure (SMILES) = C1OCOCO1

Mulliken charges, unit e, in atom order: number 1, O, carries -0.305; number 2, O, carries -0.357; number 3, O, carries -0.374; number 4, C, carries -0.174; number 5, C, carries -0.183; number 6, C, carries -0.171; number 7, H, carries 0.243; number 8, H, carries 0.260; number 9, H, carries 0.276; number 10, H, carries 0.204; number 11, H, carries 0.256; number 12, H, carries 0.326

***

Version B
A molecular structure, C3H6O3, computed with the ωB97M-V functional and the def2-TZVPD basis.

```
12
Properties=species:S:1:pos:R:3
O -0.563 2.305 -0.427
O -0.221 0.594 1.014
O 1.559 1.611 -0.062
C -0.943 -1.473 -0.139
C 0.206 -0.519 0.059
C 0.203 1.468 -0.019
H -0.998 -1.850 -1.158
H -0.855 -2.309 0.552
H 1.748 2.527 -0.310
H -1.917 -1.040 0.086
H 1.036 -0.614 -0.642
H 0.745 -0.701 1.045
```

Summary:
HOMO = -9.913 eV
gap between HOMO and LUMO = 10.3551 eV
multiplicity = 1

Mulliken charges, unit e, in atom order: number 1, O, carries -0.522; number 2, O, carries -0.313; number 3, O, carries -0.447; number 4, C, carries -0.989; number 5, C, carries -0.427; number 6, C, carries 0.691; number 7, H, carries 0.323; number 8, H, carries 0.271; number 9, H, carries 0.343; number 10, H, carries 0.340; number 11, H, carries 0.411; number 12, H, carries 0.320

***

Version C
A single C3H6O3 molecule, computed with the ωB97M-V functional and the def2-TZVPD basis.

```
12
Properties=species:S:1:pos:R:3
O 1.158 -1.259 -0.297
O 1.488 0.923 0.185
O -1.405 -1.229 -0.064
C -0.808 0.042 0.513
C 0.671 -0.197 0.118
C -1.076 1.487 -0.312
H -0.707 -1.844 -0.226
H -2.136 1.812 -0.102
H -0.203 2.212 -0.173
H -0.885 1.445 -1.476
H 2.347 0.794 -0.095
H -1.066 0.105 1.572
```

Summary:
HOMO = -10.729 eV
gap between HOMO and LUMO = 11.3636 eV
multiplicity = 1
structure (SMILES) = C[C@@H](O)C(=O)O

Mulliken charges, unit e, in atom order: number 1, O, carries -0.610; number 2, O, carries -0.434; number 3, O, carries -0.536; number 4, C, carries 0.214; number 5, C, carries 0.570; number 6, C, carries -0.983; number 7, H, carries 0.327; number 8, H, carries 0.295; number 9, H, carries 0.315; number 10, H, carries 0.271; number 11, H, carries 0.316; number 12, H, carries 0.255

***

Version D
A molecular structure, C3H6O3, computed with the ωB97M-V functional and the def2-TZVPD basis.

```
12
Properties=species:S:1:pos:R:3
O 0.975 1.095 -2.681
O 1.049 -2.298 0.472
O -2.215 0.367 1.855
C 0.506 0.379 -0.402
C 0.596 -1.296 0.931
C -0.337 -0.313 0.322
H 0.820 0.199 -1.510
H 0.686 1.443 -0.189
H 1.328 1.014 -3.577
H -1.243 0.105 1.036
H -3.194 0.362 1.825
H 1.029 -1.057 1.919
```

Summary:
HOMO = -9.894 eV
gap between HOMO and LUMO = 5.7943 eV
multiplicity = 1

Mulliken charges, unit e, in atom order: number 1, O, carries -0.750; number 2, O, carries -0.392; number 3, O, carries -0.745; number 4, C, carries -0.357; number 5, C, carries 0.150; number 6, C, carries 0.387; number 7, H, carries 0.353; number 8, H, carries 0.317; number 9, H, carries 0.241; number 10, H, carries 0.153; number 11, H, carries 0.271; number 12, H, carries 0.373

***

Quick one: least stable of them? version D

***

Version A
2 unconnected molecules or ions with the total composition C3H6O3, computed with the ωB97M-V functional and the def2-TZVPD basis.

```
12
Properties=species:S:1:pos:R:3
O 1.042 -0.739 1.258
O -1.055 0.618 0.076
O 1.227 2.276 -0.112
C 0.142 -1.199 0.324
C -1.297 -0.784 0.266
C -0.415 -0.353 -0.782
H 0.341 -2.239 0.068
H 0.276 2.105 -0.149
H -0.496 -0.319 -1.859
H 1.621 1.621 -0.699
H 0.904 0.220 1.342
H -2.292 -1.206 0.267
```

Summary:
HOMO = -9.924 eV
gap between HOMO and LUMO = 10.7703 eV
multiplicity = 1
structure (SMILES) = O[C@H]1[C@H]2O[C@@H]12.O

Mulliken charges, unit e, in atom order: number 1, O, carries -0.544; number 2, O, carries -0.454; number 3, O, carries -0.648; number 4, C, carries 0.094; number 5, C, carries -0.256; number 6, C, carries -0.246; number 7, H, carries 0.336; number 8, H, carries 0.367; number 9, H, carries 0.324; number 10, H, carries 0.315; number 11, H, carries 0.364; number 12, H, carries 0.349

***

Version B
A single C3H6O3 molecule, computed with the ωB97M-V functional and the def2-TZVPD basis.

```
12
Properties=species:S:1:pos:R:3
O -0.537 1.772 0.940
O 1.685 -0.243 -1.073
O -0.546 -1.645 -0.556
C 1.019 0.091 0.095
C -0.276 -0.630 0.390
C -0.289 0.830 -0.043
H -0.552 -0.826 1.448
H 1.629 0.404 0.955
H -1.485 1.802 1.115
H -0.562 1.099 -1.077
H 1.353 -1.131 -1.311
H -1.440 -1.523 -0.882
```

Summary:
HOMO = -9.438 eV
gap between HOMO and LUMO = 10.0325 eV
multiplicity = 1
structure (SMILES) = O[C@H]1[C@H](O)[C@H]1O

Mulliken charges, unit e, in atom order: number 1, O, carries -0.518; number 2, O, carries -0.546; number 3, O, carries -0.548; number 4, C, carries -0.090; number 5, C, carries -0.157; number 6, C, carries -0.102; number 7, H, carries 0.313; number 8, H, carries 0.329; number 9, H, carries 0.312; number 10, H, carries 0.372; number 11, H, carries 0.334; number 12, H, carries 0.301

***

Quick one: least stable of them? version A

***

Version A
2 unconnected molecules or ions with the total composition C3H6O3, computed with the ωB97M-V functional and the def2-TZVPD basis.

```
12
Properties=species:S:1:pos:R:3
O -1.968 1.130 -0.012
O 1.703 -3.732 -1.258
O 0.535 -1.950 -1.994
C -0.292 2.108 1.418
C 1.641 -2.684 -1.840
C -1.596 1.413 1.093
H -2.318 1.414 1.939
H 0.202 2.374 0.489
H 0.377 1.568 2.079
H 2.501 -2.296 -2.387
H -0.643 3.025 1.901
H -0.142 -2.370 -1.428
```

Summary:
HOMO = -10.035 eV
gap between HOMO and LUMO = 10.7783 eV
multiplicity = 1
structure (SMILES) = CC=O.O=CO

Mulliken charges, unit e, in atom order: number 1, O, carries -0.455; number 2, O, carries -0.479; number 3, O, carries -0.393; number 4, C, carries -0.828; number 5, C, carries 0.212; number 6, C, carries 0.160; number 7, H, carries 0.300; number 8, H, carries 0.260; number 9, H, carries 0.302; number 10, H, carries 0.329; number 11, H, carries 0.262; number 12, H, carries 0.330

***

Version B
A single C3H6O3 molecule, computed with the ωB97M-V functional and the def2-TZVPD basis.

```
12
Properties=species:S:1:pos:R:3
O 0.920 -0.966 1.260
O -1.286 -0.052 -1.304
O -1.272 -1.827 0.709
C -0.472 0.303 -0.230
C -0.326 -0.919 0.579
C 0.812 1.115 -0.551
H 0.590 1.866 -1.301
H -0.996 0.959 0.490
H -1.693 -0.874 -0.762
H 1.625 0.398 -1.052
H 0.785 -1.718 1.816
H 1.313 1.715 0.346
```

Summary:
HOMO = -10.507 eV
gap between HOMO and LUMO = 10.9408 eV
multiplicity = 1
structure (SMILES) = C[C@@H](O)C(=O)O

Mulliken charges, unit e, in atom order: number 1, O, carries -0.385; number 2, O, carries -0.574; number 3, O, carries -0.630; number 4, C, carries 0.535; number 5, C, carries 0.391; number 6, C, carries -1.077; number 7, H, carries 0.362; number 8, H, carries 0.108; number 9, H, carries 0.392; number 10, H, carries 0.255; number 11, H, carries 0.344; number 12, H, carries 0.279

***

Version C
A single C3H6O3 molecule, computed with the ωB97M-V functional and the def2-TZVPD basis.

```
12
Properties=species:S:1:pos:R:3
O 1.404 1.643 -0.020
O -0.675 0.740 -0.291
O 2.963 -0.010 0.070
C 1.497 0.435 -0.152
C 0.230 -0.260 -0.229
C -1.897 0.283 0.149
H -2.086 -0.577 -0.641
H 0.038 -0.919 0.742
H 2.864 -1.101 0.244
H 0.416 -1.030 -1.149
H -1.980 -0.128 1.066
H -2.773 0.922 0.212
```

Summary:
HOMO = -10.235 eV
gap between HOMO and LUMO = 10.6352 eV
multiplicity = 1
structure (SMILES) = COCC(=O)O

Mulliken charges, unit e, in atom order: number 1, O, carries -0.449; number 2, O, carries -0.228; number 3, O, carries -0.516; number 4, C, carries 0.476; number 5, C, carries -0.255; number 6, C, carries -0.823; number 7, H, carries 0.274; number 8, H, carries 0.269; number 9, H, carries 0.320; number 10, H, carries 0.257; number 11, H, carries 0.386; number 12, H, carries 0.289

***

Quick one: least stable of them? version C